(1)
A 13-piece molecular cluster, C56H118N2O11 overall, computed with the ωB97M-V functional and the def2-TZVPD basis.

The calculation puts the energy above the lowest of the compared OMol25 structures with the same formula, charge and spin at 0.00 kJ/mol. The orbital gap comes out at 8.53 eV. The LUMO energy comes out at 0.455 eV. Its electronic energy is -3141.3719 a.u. As for the spin multiplicity: 1. The HOMO energy comes out at -0.297 hartree.

```
187
Properties=species:S:1:pos:R:3:mulliken_charge:R:1
C 9.588 -12.935 14.922 -0.73
C 10.866 -13.498 14.342 -0.64
C 10.431 -13.707 12.884 0.07
O 9.008 -13.731 12.906 -0.30
C 8.477 -13.734 14.244 -0.41
H 9.470 -11.869 14.710 0.27
H 9.548 -12.959 16.020 0.39
H 11.085 -14.455 14.823 0.28
H 11.701 -12.832 14.549 0.35
H 10.783 -14.638 12.440 -0.04
H 10.765 -12.835 12.315 0.22
H 8.479 -14.754 14.636 0.28
H 7.546 -13.179 14.268 0.29
C 3.410 -10.611 8.507 -0.89
C 2.261 -11.117 7.606 -0.11
C 2.966 -11.637 6.366 -0.53
O 4.210 -12.117 6.878 -0.32
C 4.585 -11.543 8.105 0.61
H 3.017 -10.615 9.524 0.44
H 3.620 -9.555 8.312 0.26
H 1.590 -10.271 7.453 0.47
H 1.812 -11.870 8.252 -0.18
H 3.286 -10.879 5.641 0.30
H 2.422 -12.446 5.877 0.27
H 5.497 -10.949 8.031 -0.39
H 4.674 -12.285 8.903 0.11
C 11.119 -17.147 4.470 -0.74
C 9.827 -17.177 5.288 1.79
C 10.398 -17.474 6.667 2.18
O 11.445 -18.387 6.434 -0.29
C 11.931 -18.309 5.098 -0.98
H 11.727 -16.265 4.674 0.23
H 10.910 -17.290 3.413 0.44
H 9.115 -17.945 4.997 -0.46
H 9.429 -16.167 5.163 -0.62
H 9.661 -17.778 7.411 -1.45
H 10.850 -16.579 7.125 -1.11
H 11.690 -19.236 4.572 0.32
H 12.992 -18.065 5.055 0.34
C 7.736 -22.359 6.826 -0.71
C 8.933 -21.589 7.383 -0.37
C 8.357 -20.507 8.306 0.91
O 6.950 -20.759 8.413 -0.39
C 6.576 -21.993 7.783 -0.24
H 7.924 -23.417 6.660 0.45
H 7.479 -21.918 5.863 0.08
H 9.524 -21.127 6.591 0.11
H 9.629 -22.165 7.995 0.44
H 8.535 -19.535 7.844 -0.94
H 8.717 -20.552 9.334 0.29
H 5.657 -21.864 7.214 -0.05
H 6.472 -22.679 8.626 0.48
C 8.288 -9.912 7.423 -0.12
C 8.295 -8.569 8.134 -0.58
C 8.982 -7.744 7.061 -0.52
O 10.011 -8.599 6.538 -0.47
C 9.685 -9.982 6.823 -0.09
H 7.546 -9.889 6.620 0.18
H 8.039 -10.736 8.094 0.00
H 8.989 -8.537 8.976 0.31
H 7.291 -8.229 8.376 0.34
H 9.436 -6.835 7.455 0.34
H 8.319 -7.524 6.216 0.26
H 10.364 -10.375 7.584 0.16
H 9.755 -10.521 5.881 0.20
C 6.613 -18.095 4.148 -0.35
C 6.425 -19.346 5.019 0.69
C 5.303 -20.015 4.265 -0.80
O 4.459 -18.927 3.961 -0.48
C 5.144 -17.719 3.744 -0.47
H 7.169 -18.398 3.254 0.44
H 7.180 -17.271 4.578 -0.27
H 6.251 -19.018 6.046 -0.17
H 7.333 -19.955 5.023 0.15
H 4.860 -20.835 4.836 0.34
H 5.602 -20.473 3.312 0.39
H 4.893 -16.904 4.424 0.34
H 5.133 -17.427 2.694 0.30
C 2.056 -16.012 9.779 0.22
C 1.715 -15.647 8.362 0.06
C 0.742 -14.490 8.487 -0.60
O 1.206 -13.808 9.667 -0.48
C 2.042 -14.650 10.487 -0.36
H 2.964 -16.614 9.827 -0.36
H 1.304 -16.655 10.248 0.42
H 1.153 -16.394 7.791 0.08
H 2.624 -15.461 7.785 0.00
H -0.274 -14.861 8.648 0.33
H 0.737 -13.850 7.605 0.28
H 1.645 -14.789 11.489 0.32
H 3.029 -14.191 10.426 0.17
C 12.332 -14.250 8.523 0.48
C 12.849 -14.877 9.825 0.63
C 14.371 -14.649 9.673 -0.54
O 14.597 -14.505 8.267 -0.50
C 13.397 -14.771 7.554 -0.13
H 12.444 -13.165 8.571 0.30
H 11.335 -14.604 8.256 -0.71
H 12.617 -15.940 9.788 -0.54
H 12.428 -14.481 10.747 -0.01
H 14.971 -15.516 9.954 0.22
H 14.667 -13.718 10.159 0.34
H 13.241 -15.850 7.409 0.09
H 13.461 -14.303 6.574 0.37
C 3.148 -19.252 7.358 2.01
C 2.978 -20.028 8.675 0.07
C 2.078 -21.155 8.146 -0.62
O 1.203 -20.540 7.193 -0.47
C 1.750 -19.269 6.856 -0.38
H 3.858 -19.830 6.762 -1.05
H 3.458 -18.227 7.569 -0.63
H 2.575 -19.373 9.451 0.04
H 3.926 -20.385 9.081 -0.02
H 1.503 -21.711 8.893 0.32
H 2.671 -21.968 7.705 0.25
H 1.271 -18.485 7.459 0.14
H 1.631 -19.166 5.777 0.30
C 13.481 -18.701 10.471 -0.60
C 12.667 -18.590 9.190 1.64
C 11.759 -19.777 9.409 0.10
O 12.605 -20.814 9.906 -0.51
C 13.715 -20.223 10.580 -0.58
H 12.959 -18.359 11.365 0.28
H 14.428 -18.163 10.369 0.29
H 13.329 -18.705 8.331 0.05
H 12.109 -17.672 9.017 -1.25
H 11.121 -20.038 8.563 -0.01
H 11.016 -19.586 10.199 0.04
H 14.680 -20.504 10.157 0.35
H 13.715 -20.448 11.649 0.30
C 8.593 -13.125 3.051 -0.43
C 7.467 -14.171 3.104 0.41
C 7.984 -15.252 2.204 -0.33
O 9.397 -15.331 2.475 -0.37
C 9.833 -13.980 2.747 -0.30
H 8.653 -12.468 3.915 -0.01
H 8.467 -12.482 2.175 0.35
H 6.539 -13.692 2.785 0.58
H 7.326 -14.408 4.162 -0.59
H 7.889 -14.962 1.151 0.36
H 7.566 -16.248 2.340 -0.05
H 10.410 -13.602 1.903 0.42
H 10.479 -14.107 3.620 0.05
C 3.195 -20.732 15.317 -1.02
C 2.635 -19.563 14.481 -0.86
N 3.304 -19.318 13.200 0.20
C 3.483 -20.544 12.401 0.12
C 2.174 -21.254 12.156 -1.46
C 4.564 -18.600 13.346 -1.04
C 5.078 -18.002 12.043 -0.33
H 2.626 -20.824 16.242 0.41
H 4.221 -20.516 15.620 0.28
H 3.165 -21.641 14.721 0.28
H 1.568 -19.712 14.313 0.39
H 2.720 -18.654 15.079 0.50
H 4.046 -20.278 11.502 -0.16
H 4.292 -21.165 12.825 0.39
H 1.605 -21.612 13.012 0.43
H 1.539 -20.571 11.586 0.25
H 2.300 -22.137 11.524 0.38
H 5.280 -19.194 13.936 0.36
H 4.430 -17.753 14.028 0.45
H 5.964 -17.392 12.227 0.40
H 4.278 -17.404 11.605 0.00
H 5.381 -18.693 11.252 0.07
C 8.550 -17.143 10.124 -0.11
C 8.549 -15.651 9.836 -0.41
N 8.172 -15.322 8.456 2.21
C 8.138 -13.889 8.255 -1.20
C 7.940 -13.493 6.792 -0.29
C 7.127 -16.113 7.831 0.06
C 5.740 -15.788 8.448 0.25
H 8.699 -17.226 11.204 0.77
H 9.283 -17.667 9.517 -0.66
H 7.543 -17.531 9.970 -0.31
H 7.853 -15.167 10.542 0.09
H 9.512 -15.167 10.025 0.17
H 7.430 -13.382 8.929 0.20
H 9.109 -13.466 8.534 0.72
H 8.700 -13.993 6.190 -0.16
H 6.909 -13.604 6.456 0.35
H 8.149 -12.424 6.703 -0.35
H 7.195 -17.200 7.864 -0.40
H 7.061 -15.905 6.760 -0.40
H 4.979 -16.413 7.975 -0.26
H 5.475 -14.730 8.390 -0.38
H 5.713 -16.002 9.521 -0.10
```

(2)
A 2-piece molecular cluster, C5H13N2 overall, computed with the ωB97M-V functional and the def2-TZVPD basis.

The net charge is +1. The calculation puts the energy above the lowest of the compared OMol25 structures with the same formula, charge and spin at 248.76 kJ/mol. The orbital gap comes out at 8.94 eV. The LUMO energy comes out at -3.290 eV. Its electronic energy is -307.5269 a.u. As for the spin multiplicity: 1. The HOMO energy comes out at -0.450 hartree.

```
20
Properties=species:S:1:pos:R:3:mulliken_charge:R:1
C -1.429 -2.244 -0.833 -1.07
C -1.432 -0.742 -0.889 -0.15
C -0.583 -0.028 -1.632 -0.41
N -0.705 1.330 -1.926 -0.47
H -0.644 -2.634 -1.486 0.31
H -1.262 -2.606 0.183 0.27
H -2.387 -2.628 -1.168 0.35
H -2.265 -0.212 -0.435 0.32
H 0.213 -0.525 -2.183 0.35
H 0.153 1.861 -1.866 0.25
H -1.442 1.798 -1.415 0.25
C 1.807 0.941 1.283 0.00
C 1.558 1.878 2.166 -0.70
N 0.904 -0.219 1.149 -0.23
H 2.570 0.997 0.525 0.37
H 2.206 2.734 2.275 0.28
H 0.774 1.813 2.911 0.23
H 0.349 -0.347 1.998 0.41
H 0.220 -0.070 0.362 0.23
H 1.394 -1.098 0.979 0.39
```

(3)
C36H38IrN4O3S as an isolated structure, computed with the ωB97M-V functional and the def2-TZVPD basis.

The net charge is +3. The orbital gap (alpha / beta) comes out at 6.39 / 6.01 eV. The LUMO energy (alpha / beta) comes out at -8.358 / -9.945 eV. Its electronic energy is -2340.8665 a.u. As for the spin multiplicity: 5. Its expectation value of S² is 6.02. The HOMO energy (alpha / beta) comes out at -0.542 / -0.586 hartree.

```
83
Properties=species:S:1:pos:R:3:mulliken_spin:R:1
Ir -0.664 -0.215 1.128 2.89
C 2.363 -5.268 -2.844 0.00
C 2.031 -4.125 -1.914 0.01
C 2.919 -3.109 -1.653 0.01
C 2.655 -2.056 -0.746 0.01
C 3.732 -1.121 -0.626 0.00
N 4.016 -0.052 0.062 0.01
C 3.384 0.719 1.151 -0.03
C 4.178 0.565 2.452 0.00
C 3.726 1.558 3.547 0.00
N 2.969 0.839 4.595 0.00
C 1.733 0.931 4.881 0.01
C 0.773 1.919 4.370 0.02
C 0.719 3.239 4.784 0.02
C -0.364 4.060 4.445 0.02
C -0.429 5.495 4.906 0.00
C -1.380 3.497 3.701 0.00
C -1.326 2.182 3.202 0.01
C -2.452 1.680 2.450 -0.04
N -2.435 0.667 1.637 0.11
C -3.706 0.261 0.986 0.01
C -3.859 -1.248 0.634 0.01
C -2.899 -2.268 1.259 0.00
N -1.534 -2.117 0.736 0.18
C -0.900 -3.070 0.159 -0.01
C 0.447 -3.016 -0.400 0.02
C 0.803 -4.054 -1.262 0.00
C 1.394 -2.002 -0.102 0.10
O 1.160 -1.048 0.744 0.11
C -0.213 1.371 3.536 0.15
O -0.023 0.139 3.123 0.18
H 3.312 -5.109 -3.353 0.00
H 2.437 -6.204 -2.287 0.00
H 1.587 -5.405 -3.597 0.00
H 3.875 -3.122 -2.168 0.00
H 4.546 -1.354 -1.308 0.00
H 4.921 0.329 -0.189 0.00
H 3.397 1.764 0.839 0.00
H 2.364 0.399 1.270 0.06
H 4.066 -0.459 2.818 0.00
H 5.241 0.713 2.259 0.00
H 4.590 2.013 4.023 0.00
H 3.094 2.352 3.157 0.00
H 3.497 0.131 5.099 0.00
H 1.359 0.188 5.585 0.00
H 1.497 3.638 5.428 0.00
H 0.335 5.716 5.649 0.00
H -0.288 6.177 4.067 0.00
H -1.403 5.721 5.341 0.00
H -2.253 4.104 3.475 0.00
H -3.398 2.204 2.600 -0.01
H -4.534 0.570 1.622 -0.01
H -3.782 0.838 0.064 0.01
H -4.858 -1.546 0.950 0.00
H -3.826 -1.368 -0.449 -0.01
H -2.859 -2.140 2.342 0.00
H -3.268 -3.277 1.062 0.00
H -1.425 -4.021 0.028 0.00
H 0.076 -4.844 -1.441 0.00
O -0.475 0.368 -1.056 0.11
S -1.312 1.176 -2.072 0.02
C -0.263 1.349 -3.488 0.01
C 0.629 0.343 -3.836 0.01
C 1.377 0.497 -4.991 0.00
C 1.222 1.635 -5.779 0.00
C 0.333 2.634 -5.409 0.00
C -0.415 2.500 -4.246 0.00
C -2.527 0.029 -2.683 0.00
C -2.259 -1.334 -2.706 0.00
C -3.227 -2.193 -3.204 0.00
C -4.437 -1.685 -3.671 0.00
C -4.688 -0.320 -3.639 0.00
C -3.731 0.551 -3.133 0.00
H 0.737 -0.541 -3.215 0.00
H 2.073 -0.277 -5.290 0.00
H 1.802 1.743 -6.687 0.00
H 0.221 3.519 -6.021 0.00
H -1.105 3.279 -3.940 0.00
H -1.304 -1.708 -2.347 0.00
H -3.037 -3.259 -3.243 0.00
H -5.188 -2.360 -4.063 0.00
H -5.627 0.071 -4.011 0.00
H -3.921 1.620 -3.099 0.00
```

(4)
One molecule with the formula C5H8O, computed with the ωB97M-V functional and the def2-TZVPD basis.

The calculation puts the energy above the lowest of the compared OMol25 structures with the same formula, charge and spin at 367.27 kJ/mol. The orbital gap comes out at 10.05 eV. As for the SMILES: C#COC(C)C. The LUMO energy comes out at 0.975 eV. Its electronic energy is -270.4180 a.u. As for the spin multiplicity: 1. The HOMO energy comes out at -0.334 hartree.

```
14
Properties=species:S:1:pos:R:3:mulliken_charge:R:1
C -2.889 -0.462 -0.107 -0.48
C -1.975 0.348 -0.048 0.21
C 1.548 1.198 0.069 -1.31
C 0.412 -1.192 0.123 -1.09
C 0.441 0.250 -0.493 0.48
O -0.889 1.031 -0.057 -0.45
H -3.536 -1.081 0.300 0.39
H 2.505 0.715 0.148 0.34
H 1.631 2.138 -0.364 0.38
H 1.094 1.492 1.056 0.34
H 0.502 -1.141 1.282 0.25
H 1.219 -1.843 -0.119 0.41
H -0.621 -1.587 -0.240 0.28
H 0.558 0.134 -1.549 0.26
```

What is the formula in the second record? C5H13N2

Number 3 is which compound? C36H38IrN4O3S